13
Properties=species:S:1:pos:R:3:forces:R:3:nbo_charge:R:1 method="wB97M-V/def2-TZVPD" molar_mass_g_mol=89.1 gap_ha=0.3797 e_homo_ha=-0.3578 fmax_ev_per_a=3.760 relative_energy_kcal_mol=47.2
C -1.9584 0.5146 0.3923 -0.6 -0.1 0.3 -0.42
N -0.6623 0.3296 -0.1945 0.2 0.2 -0.4 -0.59
C 0.2489 -0.5113 0.3054 -0.8 -0.8 0.5 0.62
O 0.0643 -1.2879 1.2509 -0.9 0.3 -0.5 -0.67
C 1.6665 -0.4463 -0.1461 -0.3 -1.2 2.1 -0.20
O 2.0026 0.6202 -1.0174 0.2 -0.3 0.4 -0.71
H -2.7529 0.0879 -0.2211 0.0 -0.1 -0.1 0.19
H -1.9554 -0.0038 1.3474 -0.1 0.0 0.0 0.24
H -2.2121 1.5638 0.5612 0.3 0.0 -0.1 0.20
H -0.3604 0.9412 -0.9317 0.1 0.1 0.0 0.41
H 2.0109 -1.4208 -0.5081 -0.3 0.2 -0.2 0.20
H 1.8283 -0.6181 1.0677 2.1 1.6 -2.7 0.27
H 2.0801 0.2308 -1.9057 0.1 0.3 0.6 0.48

13
Properties=species:S:1:pos:R:3:forces:R:3:nbo_charge:R:1 method="wB97M-V/def2-TZVPD" molar_mass_g_mol=89.1 gap_ha=0.3881 e_homo_ha=-0.3681 fmax_ev_per_a=0.859 relative_energy_kcal_mol=42.7
N -1.5586 -0.9770 -0.7152 -0.1 0.3 -0.3 -0.82
C -1.5588 -0.1122 -1.5744 0.0 0.2 -0.3 0.89
O -1.4695 0.7736 -2.3285 -0.1 -0.7 0.5 -0.49
H -2.1455 -1.7950 -0.7533 0.0 0.0 -0.1 0.43
C 0.4279 1.6141 -0.1118 0.1 0.0 0.1 -0.42
C 1.1224 0.9030 0.7685 0.0 0.2 -0.1 -0.37
H -0.5653 1.9928 0.1208 0.2 0.0 0.0 0.19
H 0.8090 1.8420 -1.1042 0.0 0.0 0.2 0.20
H 2.1167 0.5226 0.5474 -0.1 0.1 0.0 0.19
H 0.7328 0.6575 1.7524 0.0 0.1 -0.2 0.20
O 0.7637 -1.9757 0.8739 0.0 -0.1 -0.2 -0.95
H 0.0075 -1.4750 0.5307 0.1 -0.1 0.1 0.49
H 1.4055 -1.9137 0.1566 0.0 -0.1 0.1 0.46

13
Properties=species:S:1:pos:R:3:forces:R:3:nbo_charge:R:1 method="wB97M-V/def2-TZVPD" molar_mass_g_mol=89.1 gap_ha=0.3835 e_homo_ha=-0.3589 fmax_ev_per_a=0.361 relative_energy_kcal_mol=17.9
N -0.6417 -0.3071 -1.5773 0.1 -0.1 -0.1 -0.84
C -0.0232 -1.1350 -0.6927 0.1 -0.1 0.0 0.68
O 0.0183 -2.3439 -0.8450 -0.1 0.3 0.0 -0.62
C 0.7080 -0.4880 0.4870 0.1 -0.1 0.0 -0.55
C 0.2614 0.8701 1.0849 0.2 0.0 0.2 -0.07
O -0.6587 1.6369 0.3149 -0.2 -0.1 0.1 -0.72
H -0.5994 0.6957 -1.4633 0.0 -0.2 0.0 0.42
H -0.9831 -0.7210 -2.4316 0.0 0.1 0.1 0.40
H 1.7484 -0.4096 0.1480 -0.1 0.0 0.0 0.24
H 0.7097 -1.2528 1.2684 0.0 0.1 -0.1 0.24
H -0.1476 0.7112 2.0908 0.0 0.0 -0.2 0.17
H 1.1383 1.5112 1.2006 -0.1 -0.1 0.0 0.19
H -1.5303 1.2322 0.4153 0.1 0.1 0.0 0.47

13
Properties=species:S:1:pos:R:3:forces:R:3:nbo_charge:R:1 method="wB97M-V/def2-TZVPD" molar_mass_g_mol=89.1 gap_ha=0.3974 e_homo_ha=-0.3671 fmax_ev_per_a=3.397 relative_energy_kcal_mol=56.8
C -0.5250 -1.9495 -0.9679 -0.1 -1.5 -0.1 -0.27
O -0.3685 -0.5318 -1.0249 0.3 0.4 -1.4 -0.47
C -0.1847 0.0007 0.1612 -0.4 -2.5 1.7 0.73
O -0.2427 -0.7518 1.1294 0.6 -0.3 -0.2 -0.63
C -0.0823 1.4192 0.5697 -2.7 0.8 0.5 -0.33
N 1.2104 2.0679 0.6927 0.3 -1.1 0.2 -0.79
H -0.4832 -2.3812 -1.9644 0.0 0.6 -0.3 0.19
H -1.4697 -2.2863 -0.5278 0.0 0.6 0.0 0.20
H 0.2436 -2.4545 -0.3768 0.1 0.5 -0.1 0.21
H -0.8072 1.0835 1.4488 2.3 2.5 -0.2 0.25
H -0.6904 2.1449 0.0675 -0.5 0.0 -1.0 0.21
H 1.8354 1.3518 1.0397 0.5 0.2 0.3 0.35
H 1.5642 2.2871 -0.2472 -0.4 0.0 0.5 0.36

13
Properties=species:S:1:pos:R:3:forces:R:3:nbo_charge:R:1 method="wB97M-V/def2-TZVPD" molar_mass_g_mol=89.1 gap_ha=0.3947 e_homo_ha=-0.3735 fmax_ev_per_a=0.920 relative_energy_kcal_mol=41.1
N -1.3940 -1.2457 -0.7557 -0.1 0.5 -0.3 -0.83
C -1.5972 -0.2428 -1.4199 0.0 0.3 -0.2 0.89
O -1.6886 0.7595 -2.0104 0.1 -0.8 0.5 -0.49
H -1.9979 -2.0531 -0.7610 0.0 0.1 0.0 0.43
C 0.4456 1.8933 0.0075 0.1 -0.1 0.1 -0.40
C 1.1272 0.9575 0.6588 0.0 0.2 -0.1 -0.40
H -0.5031 2.2726 0.3790 0.1 -0.1 0.0 0.19
H 0.8059 2.3246 -0.9228 0.0 -0.1 0.1 0.20
H 2.0811 0.5918 0.2846 -0.1 0.1 0.0 0.19
H 0.7747 0.5138 1.5854 0.0 0.1 -0.1 0.21
O 0.5624 -2.0636 1.3482 0.1 0.0 -0.2 -0.95
H -0.0152 -1.5850 0.7334 0.1 -0.1 0.1 0.49
H 1.3992 -2.1230 0.8728 -0.1 0.0 0.1 0.46

13
Properties=species:S:1:pos:R:3:forces:R:3:nbo_charge:R:1 method="wB97M-V/def2-TZVPD" molar_mass_g_mol=89.1 gap_ha=0.3551 e_homo_ha=-0.3275 fmax_ev_per_a=3.710 relative_energy_kcal_mol=30.8
N -1.1373 1.0461 1.4558 -1.2 -0.7 0.0 -0.88
C -0.7329 0.2638 0.2999 -0.1 -0.1 0.3 -0.19
C 0.7608 0.0137 0.2227 0.9 0.4 0.2 -0.51
C 1.0357 -0.6869 -1.1038 -2.7 2.4 1.0 0.78
O 0.9812 0.0821 -2.0412 1.2 -1.6 -0.8 -0.59
O 0.8044 -2.0197 -1.1490 1.3 0.7 -1.0 -0.66
H -0.6112 1.6763 2.0275 0.6 0.1 -0.5 0.38
H -2.0900 1.3290 1.2941 0.1 0.4 0.5 0.37
H -1.1750 -0.7342 0.4086 -0.3 0.1 -0.2 0.18
H -1.1325 0.7421 -0.6122 0.5 -0.3 0.1 0.19
H 1.0846 -0.5179 1.1053 0.1 -0.3 0.3 0.22
H 1.2659 0.9988 0.1956 0.0 -0.6 -0.1 0.23
H 0.9465 -2.1931 -2.1034 -0.3 -0.5 0.4 0.49

13
Properties=species:S:1:pos:R:3:forces:R:3:nbo_charge:R:1 method="wB97M-V/def2-TZVPD" molar_mass_g_mol=89.1 gap_ha=0.4006 e_homo_ha=-0.3683 fmax_ev_per_a=5.114 relative_energy_kcal_mol=43.6
C -2.3352 -1.2723 -1.6690 -2.2 -0.2 -0.4 -0.73
C -1.6734 -0.0227 -1.2910 -2.0 1.8 -2.4 0.43
O -2.0034 1.0567 -1.7633 0.8 -0.9 1.0 -0.52
H -3.2353 -1.4479 -1.0246 0.9 -0.1 -0.2 0.25
H -1.6261 -2.0338 -1.6178 0.9 -1.7 0.6 0.22
H -2.7077 -1.3190 -2.6922 -0.1 0.6 0.0 0.24
H -0.8715 -0.1890 -0.6338 1.6 0.4 1.4 0.11
N 1.6655 1.2001 1.6477 -1.2 -4.6 -0.1 -0.84
C 2.4904 0.0464 1.6623 -1.6 4.9 0.1 0.54
O 1.9579 -0.9771 1.4501 0.2 -3.3 -0.3 -0.57
H 1.9969 2.0757 1.5939 1.5 3.6 -0.2 0.37
H 0.7368 1.0048 1.2537 0.7 0.4 0.4 0.39
H 3.5206 0.3641 1.8786 0.3 -0.9 0.1 0.11

13
Properties=species:S:1:pos:R:3:forces:R:3:nbo_charge:R:1 method="wB97M-V/def2-TZVPD" molar_mass_g_mol=89.1 gap_ha=0.3890 e_homo_ha=-0.3601 fmax_ev_per_a=0.364 relative_energy_kcal_mol=21.8
C 2.0502 0.1277 -0.1686 0.2 0.1 0.0 -0.43
N 0.6695 -0.2885 -0.2619 -0.1 0.0 0.1 -0.61
C -0.2782 0.1010 0.6288 0.1 0.0 0.0 0.63
O -0.0719 0.8551 1.5673 -0.1 -0.2 -0.3 -0.62
C -1.6627 -0.4542 0.3054 0.1 -0.3 0.2 -0.15
O -2.2393 0.2136 -0.8002 0.0 0.2 -0.1 -0.70
H 2.3791 0.6336 -1.0825 -0.1 -0.1 0.1 0.20
H 2.1208 0.8223 0.6703 0.0 -0.1 -0.1 0.24
H 2.7073 -0.7276 0.0229 -0.1 0.1 0.0 0.20
H 0.3714 -0.8912 -1.0129 0.1 0.1 0.1 0.40
H -2.2744 -0.3937 1.2125 0.0 0.1 -0.2 0.19
H -1.5834 -1.5040 0.0025 0.0 0.1 0.1 0.18
H -2.1021 1.1621 -0.6912 -0.1 -0.1 0.0 0.47